1.
Entry from the OMol25 dataset: a cluster of 14 separate species, C7H42N2O17 in total (ωB97M-V/def2-TZVPD).

Computed properties:
Energy above the lowest of the compared OMol25 structures with the same formula, charge and spin   7.7 kcal/mol

Element x y z (Å)
O  -0.2380  0.4276  -5.0296
O  3.0837  -0.5201  -0.8301
O  -1.3176  1.5112  -0.2514
O  3.3713  -1.9758  1.8678
O  -2.1327  2.1545  3.1539
O  -1.8368  -4.0660  3.1283
O  0.8682  -3.3898  -0.3998
O  3.7605  2.1533  -0.2542
O  -2.8567  -2.8986  0.1358
O  0.7648  -3.3051  2.5405
O  -2.2019  4.3003  0.4857
O  -3.1952  2.9280  -2.4468
O  1.3749  2.5386  -2.1160
O  -0.7680  -1.2334  0.7075
O  1.8371  4.2823  0.3859
O  -3.9246  0.0634  -1.7171
O  -0.1288  4.1967  3.2594
N  -0.4982  -0.4725  -2.9717
N  -2.3153  0.4169  -4.0960
C  4.4492  -0.0777  -0.7058
C  4.4625  1.0286  0.3258
C  -0.2576  1.1977  0.6845
C  0.5413  -4.5347  0.4502
C  0.2197  -0.2204  0.5632
C  1.2387  -4.4107  1.7932
C  -0.9775  0.1837  -4.0809
H  -0.4111  1.5550  1.7023
H  3.0864  1.7564  -0.8272
H  5.0535  -0.9596  -0.4720
H  0.9282  -5.3244  2.3216
H  -2.3642  -2.0615  0.0780
H  0.4591  -0.7597  -2.9908
H  -4.3685  0.8937  -1.4933
H  -1.0972  -0.5420  -2.1702
H  3.9064  0.6941  1.2072
H  2.6641  3.7947  0.2462
H  2.3199  -4.3843  1.7068
H  -1.9193  0.7536  -0.2238
H  -2.7044  0.7959  -4.9376
H  0.5592  1.7953  0.2735
H  3.0425  -0.9112  -1.7092
H  -0.1938  -3.4163  2.6522
H  -2.8540  2.7863  3.0613
H  0.8445  -5.4401  -0.0835
H  1.0602  -0.3789  1.2419
H  -2.9920  3.7946  -2.0749
H  -2.9910  4.3059  1.0346
H  -2.2965  -3.4732  2.5166
H  -2.8598  0.4096  -3.2435
H  -4.5668  -0.6239  -1.5137
H  -1.9335  3.3696  0.4332
H  -0.6513  4.7849  2.7038
H  5.4420  1.4036  0.6057
H  -2.6082  2.3209  -1.9817
H  -0.5483  -4.5587  0.5568
H  0.5741  2.5957  -1.5859
H  -0.2950  -2.0876  0.6280
H  -0.7135  3.4564  3.4744
H  0.3172  -3.4674  -1.1871
H  3.0823  -1.4842  1.0928
H  1.3056  3.7132  0.9497
H  1.1098  2.8558  -2.9855
H  2.5804  -2.4139  2.2103
H  4.8603  0.3319  -1.6337
H  0.6255  -0.2719  -0.4516
H  -3.7349  -2.7072  -0.2044
H  -2.5366  -4.4945  3.6286
H  -2.5041  1.3154  2.8617

2.
Entry from the OMol25 dataset: a cluster of 10 separate species, C16H20BCl36NO3P in total (ωB97M-V/def2-TZVPD).

Computed properties:
Net charge   -1
E_tot   -485322.558 eV

Element x y z (Å)
Cl  -0.5028  -2.5992  1.0799
Cl  4.6158  -2.3810  -1.9424
Cl  -2.4662  -7.1810  -3.7691
Cl  -0.8928  4.3841  -5.1394
Cl  -0.6733  -5.4682  1.4350
Cl  2.6345  -3.1624  6.2344
Cl  -2.7215  -3.7446  2.5278
Cl  4.0569  -3.0067  0.8155
Cl  6.1707  -2.6630  4.9543
Cl  -2.9735  -6.9031  7.9954
Cl  -2.4945  -4.0992  -0.3303
Cl  5.3158  -1.9275  8.1805
Cl  5.0757  -0.5303  10.6944
Cl  5.9636  -5.1589  6.3967
Cl  -3.1416  -5.1566  5.7097
Cl  4.6486  -4.8408  3.8532
Cl  1.1255  -5.5615  5.7037
Cl  -2.7541  -4.3114  -3.9498
Cl  2.4266  -4.1428  -1.2748
Cl  -1.7625  7.1219  -5.4569
Cl  0.1094  8.4674  -0.2331
Cl  -3.6282  -4.1168  8.3519
Cl  -3.2939  4.9713  -6.6235
Cl  7.5264  -5.0129  3.9758
Cl  -1.0455  9.3926  -2.7138
Cl  5.4758  -3.3887  10.6566
Cl  -4.5068  -6.0510  -5.4623
Cl  -5.5388  -5.9022  7.1329
Cl  -0.2353  -3.1763  6.5753
Cl  -1.3141  6.6287  -1.9395
Cl  2.2397  -1.3313  -0.7037
Cl  1.2498  7.6647  -2.7626
Cl  2.9560  -2.2725  9.8076
Cl  -0.7226  5.6691  -7.7225
Cl  -4.7499  -5.8795  -2.5885
Cl  0.9045  -3.2991  3.9338
P  -1.3438  -0.9755  -3.6792
O  -2.2425  -1.7542  -2.4821
O  -0.2489  1.5942  -3.7378
O  0.1077  -1.8076  -3.5698
N  -4.3023  4.7118  -2.8998
C  2.4204  3.6467  -2.0500
C  2.7240  4.1867  -0.6504
C  -0.2489  8.0295  -1.9080
C  6.0749  -4.4251  4.7948
C  -1.6612  5.5290  -6.2258
C  -2.6897  2.7566  -2.8711
C  4.7008  -2.0280  9.8326
C  -3.8210  -5.5203  7.2910
C  -3.6075  -5.8352  -3.9479
C  3.3294  -2.7104  -0.7746
C  1.0464  1.9921  -3.4076
C  1.1097  -3.7915  5.6102
C  -1.6023  -3.9832  1.1727
C  -4.0835  3.3025  -2.5466
C  1.1955  2.7317  -2.0704
C  -2.4066  1.3802  -2.2680
B  -0.9662  0.7283  -2.7526
H  0.2818  3.2954  -1.8448
H  -4.8211  2.7177  -3.1099
H  -4.4875  4.7868  -3.8912
H  -3.4604  5.2515  -2.7375
H  -0.2319  0.4184  -1.8001
H  2.9544  3.3625  0.0329
H  1.7307  1.1224  -3.3932
H  -3.2265  0.7251  -2.6115
H  0.5484  -1.5941  -2.7410
H  -2.5154  1.4175  -1.1731
H  -4.3010  3.1552  -1.4809
H  1.8571  4.7192  -0.2442
H  1.4095  2.6529  -4.2126
H  -1.8903  -1.5386  -1.6121
H  3.2877  3.0771  -2.4094
H  -2.6037  2.6641  -3.9605
H  3.5740  4.8761  -0.6476
H  2.2635  4.4836  -2.7438
H  1.3103  2.0007  -1.2602
H  -1.9488  3.5010  -2.5396

3.
Entry from the OMol25 dataset: the molecule C4H7N3O (ωB97M-V/def2-TZVPD).

Computed properties:
SMILES   O/N=C\N1CCC=N1
Energy above the lowest of the compared OMol25 structures with the same formula, charge and spin   97.2 kcal/mol

Element x y z (Å)
O  -2.5499  0.8782  0.4605
N  -1.7463  1.6927  1.2637
N  -0.1596  0.2447  0.2854
N  -0.6349  0.1314  -0.9806
C  1.2849  -1.1854  -0.7380
C  1.0114  -0.4660  0.5487
C  -0.5333  1.2224  1.1762
C  0.1851  -0.6456  -1.6432
H  2.2777  -0.9186  -1.1826
H  1.2148  -2.2351  -0.6309
H  0.0861  -0.7251  -2.6992
H  1.7684  0.2268  0.8830
H  0.2486  1.6564  1.7744
H  0.7835  -1.2747  1.4038
H  -3.2366  1.3978  0.0790

4.
Entry from the OMol25 dataset: a structure of composition C4H6O4 (ωB97M-V/def2-TZVPD).

Computed properties:
Energy above the lowest of the compared OMol25 structures with the same formula, charge and spin   68.2 kcal/mol

Element x y z (Å)
O  -2.7232  -0.7267  -0.4192
O  -0.9310  1.9541  0.4336
O  1.3178  0.3645  -1.3103
O  -0.4336  -1.2442  -0.7051
C  -1.4343  -0.3723  -0.3824
C  -0.6948  0.6835  -0.0162
C  1.3604  -0.6183  0.9012
C  0.5571  -0.1121  -0.2794
H  1.9655  -0.3031  -1.5710
H  2.0208  -1.4246  0.5852
H  0.6904  -0.9919  1.6690
H  -0.3946  2.5692  -0.0810
H  -3.2577  0.0203  -0.1228
H  1.9572  0.2015  1.2984

5.
Entry from the OMol25 dataset: the molecule C6H10O (ωB97M-V/def2-TZVPD).

Computed properties:
SMILES   CC/C=C\C(C)=O
Energy above the lowest of the compared OMol25 structures with the same formula, charge and spin   10.5 kcal/mol

Element x y z (Å)
O  -0.9801  0.1166  1.5367
C  0.8129  -1.2226  -0.4734
C  1.7515  -0.4030  0.3816
C  1.5515  1.1187  0.3369
C  -1.2244  -0.1237  0.3725
C  -2.3947  0.4736  -0.3479
C  -0.5189  -1.1511  -0.4456
H  2.2726  1.5806  1.0152
H  -2.7534  1.3740  0.1500
H  1.2580  -1.9211  -1.1802
H  -2.1832  0.6574  -1.4093
H  0.5654  1.4206  0.6689
H  1.6192  -0.7348  1.4165
H  2.7659  -0.6439  0.0606
H  -3.1166  -0.3338  -0.2821
H  1.7106  1.5249  -0.6669
H  -1.1363  -1.7325  -1.1333

6.
Entry from the OMol25 dataset: a cluster of 2 separate species, C5H10N2O in total (ωB97M-V/def2-TZVPD).

Computed properties:
SMILES   C=C=C(C)C.NN=O
Energy above the lowest of the compared OMol25 structures with the same formula, charge and spin   148.0 kcal/mol

Element x y z (Å)
O  2.7098  -0.0368  -0.2547
N  1.7962  0.3400  0.4061
N  1.1286  1.7194  -0.1123
C  -1.7165  1.6019  0.3221
C  -0.3017  -0.5585  0.0395
C  -0.3191  -1.4777  1.2353
C  -0.0420  -1.1914  -1.2985
C  -0.7921  0.6996  0.1334
H  -1.1438  -2.1941  1.1693
H  -0.2493  -0.5081  -2.1222
H  0.9678  1.6796  -1.1148
H  -1.4998  2.6582  0.3915
H  1.6796  2.5180  0.1992
H  0.6160  -2.0426  1.2799
H  -2.7569  1.2988  0.3643
H  -0.6636  -2.0799  -1.4367
H  -0.4202  -0.9185  2.1642
H  1.0068  -1.5080  -1.3658